C11H19ClFI2N3O10S | the ωB97M-V functional and the def2-TZVPD basis

Values from the calculation:
LUMO level = -0.706 eV
F_max = 0.15788 Eh/bohr

Geometry as XYZ:
```
48
Properties=species:S:1:pos:R:3:forces:R:3
H 3.58069 4.47028 0.97864 -0.10 -0.27 0.04
H 4.05753 -4.80576 -1.76758 -0.32 -0.07 0.02
H 3.18466 -5.94517 -0.68722 -0.10 0.00 -0.24
I -2.56905 -4.01415 0.08728 -0.86 1.80 0.59
N 3.71697 6.18765 -2.65281 -0.13 1.02 0.10
C 3.94024 4.74662 -2.94825 -0.04 -0.33 0.21
Cl -0.16526 1.62858 -0.37601 -0.65 -1.14 1.01
O -2.06738 1.07408 3.65026 -3.93 0.22 -5.28
H 3.13589 -6.17589 -2.47517 -0.09 0.06 0.24
F -2.72473 0.01217 -0.94104 0.82 0.27 4.12
C 3.18240 -5.45029 -1.66058 0.35 0.02 -0.02
C -0.73373 0.15872 0.66849 0.59 -0.89 -0.88
H 1.02918 -0.73302 -0.46857 -2.26 -0.95 1.21
C 0.57710 -2.22076 1.19906 0.24 0.03 0.30
H -0.35861 0.38850 1.75285 -1.25 -0.39 -1.97
O -3.77252 -0.53188 2.63374 0.75 3.02 -3.43
O 2.89958 1.34707 1.29931 0.66 1.46 -1.00
I -5.94901 -3.93698 -1.23830 0.43 1.86 1.20
O 2.10959 -3.39588 -1.89640 -0.48 -1.73 0.26
H -6.01366 -0.42452 1.30024 -0.22 -1.22 -1.89
H -7.35751 -1.34564 0.30220 2.56 0.89 -0.10
H 0.97985 -3.21459 0.67663 -0.80 2.37 1.08
H 1.43486 -1.69822 1.83314 -1.70 -1.21 -1.43
H 4.97184 4.63603 -3.28853 -0.24 0.08 -0.07
H 3.23172 4.45620 -3.72670 0.22 0.13 0.04
O 3.73528 2.49269 -0.38668 -0.64 -0.46 1.48
C -3.83708 -2.23281 0.53591 -4.34 0.39 -1.45
O -2.84438 1.43389 0.96565 -0.80 -2.75 2.47
C -6.23594 -0.94320 0.27541 -0.44 -0.35 -0.34
C 3.20793 3.63431 1.57438 0.07 0.36 -0.03
O 0.87198 -5.19887 -1.63002 1.42 0.97 -0.11
H 3.77051 4.16879 -2.03720 0.04 0.23 -0.21
C -5.22350 -2.22151 -0.01052 3.61 1.39 2.06
H -6.15894 -0.09718 -0.56110 -0.04 -2.11 1.64
C -3.12856 -1.04388 1.41426 3.10 -3.36 -0.44
C 0.05149 -1.15647 0.06892 0.62 -0.15 -0.62
N 1.95536 -4.61214 -1.73532 -0.82 0.77 -0.11
H -0.58774 -1.69495 -0.77736 1.26 1.24 1.94
H -0.23054 -2.57179 1.97032 1.33 0.75 -1.56
O 3.39501 6.48516 -1.49659 0.43 -0.16 -1.57
H 3.82590 3.48785 2.46256 -0.23 -0.07 -0.11
S -3.25019 1.12566 2.60608 -1.02 3.02 7.47
H 2.15995 3.78729 1.84023 0.20 -0.14 0.04
N 3.28805 2.39064 0.76162 -0.04 -0.93 -0.44
O 3.87110 6.97946 -3.59001 -0.28 -1.02 1.53
O -4.40098 2.07475 3.12297 4.58 -4.14 -3.30
H -2.18613 -1.61410 1.87049 -1.94 1.09 -1.11
C -2.36922 0.11331 0.50135 0.47 0.40 -1.34
```
Positions in Å, forces in eV/Å.

---

C5H8NO | the ωB97M-V functional and the def2-TZVPD basis

Values from the calculation:
expectation value of S² = 2.02
net charge = +1
multiplicity = 3
LUMO level (alpha / beta) = -3.555 / -8.282 eV
F_max = 0.08854 Eh/bohr

Geometry as XYZ:
```
15
Properties=species:S:1:pos:R:3:forces:R:3
H 2.31959 0.94593 1.28880 0.10 -0.05 0.19
C -0.15827 -0.00126 -2.15103 -0.26 0.16 -0.93
C -0.44707 -0.67783 1.76286 -2.86 -3.22 1.49
N -0.46431 -0.42107 -0.84337 0.03 -0.43 1.98
H -0.57641 -0.94166 2.81256 -0.22 -0.28 -0.07
H -1.05190 0.09843 -2.76906 0.03 -0.06 -0.14
H 0.34730 0.96557 -2.09705 -0.05 -0.14 -0.11
H 1.14344 1.75927 0.23784 0.24 -0.10 -0.18
C 1.29104 1.30207 1.22243 -0.30 1.01 -0.52
H 0.52253 -0.71734 -2.61560 -0.01 0.00 -0.04
H 1.10438 2.11746 1.92787 0.29 -0.13 0.37
O -1.25313 -1.45881 0.98610 1.27 1.08 2.76
C 0.35936 0.26049 1.39369 1.76 1.70 -1.30
H -1.91711 -1.95606 -0.82245 0.03 0.03 -0.01
C -1.21942 -1.27517 -0.33361 -0.04 0.41 -3.48
```
Positions in Å, forces in eV/Å.

---

C31H32ClF6N3O7S5Tc | the ωB97M-V functional and the def2-TZVPD basis

Values from the calculation:
expectation value of S² = 3.79
net charge = +2
multiplicity = 4
LUMO level (alpha / beta) = -6.447 / -9.254 eV
F_max = 0.08345 Eh/bohr

Geometry as XYZ:
```
86
Properties=species:S:1:pos:R:3:forces:R:3
O -14.50103 18.37510 9.92464 -1.39 1.85 0.09
O -12.32515 21.49523 10.47511 -0.56 -0.36 0.99
C -12.87756 21.28398 13.20687 -0.49 -0.12 -1.83
N -10.02324 14.14180 11.49936 1.71 -1.14 -0.29
C -12.88380 17.29429 7.54278 0.10 -0.63 -0.07
N -14.53822 20.48028 11.35377 1.32 0.66 0.42
H -9.02187 12.38611 10.90063 0.14 0.26 0.23
O -15.88811 16.32632 12.38235 0.42 -0.12 1.80
Tc -13.07604 17.43392 11.06307 1.67 -1.15 -1.02
O -14.05387 17.55413 12.67929 -1.21 -0.59 2.68
C -15.33252 17.07194 14.59358 -2.11 -0.18 0.45
F -13.57569 22.41313 13.22372 0.22 -0.69 0.72
C -11.45551 15.88137 16.40482 -0.96 -0.55 -0.76
C -13.21745 17.41018 15.82310 -3.22 1.04 -1.17
H -14.07234 13.13662 9.28042 0.05 -0.01 0.15
C -14.38074 9.14833 11.91215 -0.07 0.61 0.28
H -14.25835 14.57491 15.68550 -0.03 0.14 0.33
C -14.12067 8.94405 10.56049 0.02 0.53 0.65
C -12.59456 18.43612 16.52498 1.41 0.17 0.46
C -12.28202 14.33627 10.59793 -0.01 2.10 1.22
H -13.52408 9.89972 8.72750 0.09 -0.11 -0.03
H -14.69971 8.33070 12.54120 -0.01 -0.11 -0.03
H -6.20911 11.52942 14.52741 -0.13 0.22 0.00
H -13.67351 17.98678 7.73766 -0.42 0.47 0.00
C -11.36884 18.16927 17.05932 -0.67 2.16 0.23
C -8.72718 14.56862 12.09150 -1.19 1.16 0.98
C -8.84622 13.34192 15.66485 0.26 -0.14 -0.29
H -11.12020 11.39145 9.92834 -0.04 0.04 0.04
H -7.96846 14.42952 11.34841 0.39 -0.06 -0.48
S -11.09902 16.47884 12.01795 -0.33 -0.51 -0.48
F -14.18773 20.48611 8.19064 0.42 0.15 -0.50
H -11.64689 19.62315 8.43705 0.13 0.10 -0.03
S -11.75000 17.29270 8.95962 0.33 0.02 -0.67
H -11.04507 14.87389 16.38149 -0.09 0.32 0.08
C -7.76738 12.46335 15.67819 0.02 -0.26 -0.02
H -10.42567 12.73631 9.03142 0.24 0.05 0.06
C -15.12075 16.87518 13.15080 0.70 1.15 -4.08
C -7.03545 12.23789 14.51262 0.07 -0.30 0.76
S -15.32163 19.60642 10.35087 1.21 -2.52 -0.92
C -10.89662 18.88241 8.70332 -0.35 -0.21 0.34
C -13.38143 14.92881 15.14692 0.70 -0.37 0.39
F -11.62635 21.49136 13.51624 0.30 0.12 0.40
H -12.65233 14.10011 15.17109 -0.44 0.28 -0.31
C -13.93176 11.50624 11.68762 0.10 0.02 -0.36
C -12.69804 16.11452 15.79174 1.19 -2.22 0.13
F -13.39126 20.29543 13.93376 -0.06 0.78 0.50
H -10.84143 18.96829 17.53681 0.24 0.29 0.30
C -13.70684 10.01831 9.78771 -0.15 0.69 0.19
H -10.32592 12.14639 12.03996 -0.15 0.02 0.10
C -15.39777 20.49724 8.70321 -0.17 -0.13 1.65
H -10.13544 18.77264 7.94187 -0.02 -0.06 -0.20
C -10.88173 12.45282 9.98140 -0.43 0.10 -0.42
C -14.29206 10.43723 12.47399 -0.09 -0.87 -0.58
Cl -9.13273 16.81293 17.64502 -1.74 -0.26 -0.74
H -14.55981 10.63404 13.49328 -0.07 -0.23 0.40
H -6.71676 12.79668 12.50793 0.17 -0.08 -0.69
O -12.22050 19.26090 11.58199 -1.53 3.03 -0.27
S -12.96542 20.64529 11.44232 1.14 -2.30 -0.71
H -16.24257 17.67254 14.70084 0.03 -0.08 -0.21
H -13.95677 12.49628 12.11855 0.13 0.23 -0.05
C -10.76425 16.93200 16.98591 1.74 -0.64 0.59
H -14.26736 7.97869 10.12304 0.07 -0.39 -0.16
F -15.76610 21.73845 8.98196 -0.23 -0.23 -0.64
O -16.61118 19.29556 10.82289 -0.70 0.26 0.01
F -16.23820 19.83871 7.94112 -0.13 0.40 -0.26
H -12.96456 12.09342 8.45471 0.46 0.02 0.03
H -13.72531 15.11558 14.13896 0.27 0.04 -0.38
C -11.03615 14.90944 11.30415 -1.53 1.13 0.55
C -8.42111 13.81361 13.35170 0.28 -0.22 -0.20
C -13.22933 12.46466 9.44366 -1.66 -0.58 -0.06
H -12.35933 17.54382 6.62135 0.17 0.05 0.18
H -10.43282 19.15648 9.64784 -0.03 0.01 0.01
C -7.35308 12.91566 13.35470 -0.52 0.40 0.61
H -8.86367 15.63593 12.32212 0.43 -0.37 -0.23
C -13.61738 11.30095 10.34677 -0.08 -0.34 -0.65
H -7.49440 11.95120 16.59964 -0.09 0.08 -0.24
N -12.15328 13.18982 10.05493 0.85 -1.49 -0.76
H -9.42724 13.50592 16.54748 -0.10 0.00 0.54
S -13.79062 15.18399 10.65435 0.65 -0.02 -0.08
H -13.05372 19.40555 16.58822 -0.09 0.16 -0.01
H -13.32412 16.29647 7.41993 0.22 0.20 0.23
C -10.02483 12.71973 11.16488 0.09 -0.30 -0.24
H -9.96638 14.79233 14.50168 0.38 -0.57 -0.09
O -14.38942 17.82177 15.27863 2.78 0.02 1.40
C -9.17481 14.02097 14.50814 -0.06 0.51 -0.45
H -15.57479 16.13285 15.04339 0.08 -0.58 0.48
```
Positions in Å, forces in eV/Å.

---

C3H11O | the ωB97M-V functional and the def2-TZVPD basis

Values from the calculation:
net charge = +1
LUMO level = -5.055 eV
F_max = 0.02655 Eh/bohr

Geometry as XYZ:
```
15
Properties=species:S:1:pos:R:3:forces:R:3
H -1.79912 2.01736 -0.77936 0.10 -0.19 -0.06
H -1.60563 0.59708 0.08218 0.43 0.04 -0.29
H 1.74219 -0.72123 1.54349 0.25 0.22 -0.04
H 0.08353 -0.70469 2.10208 0.25 -0.21 -0.20
H -2.92024 1.53810 0.29349 0.21 0.12 -0.07
C 0.75193 -0.36070 1.29531 -1.14 -0.21 0.71
H -0.76680 -0.60015 -0.24088 -0.07 -0.59 0.00
O -1.96770 1.52972 0.05126 -0.57 0.01 0.41
H 0.80439 -0.77910 -2.17353 0.12 -0.13 -0.03
H 0.67328 0.72695 1.38609 0.50 0.04 -0.36
H 2.17328 -0.63815 -1.02151 0.09 -0.11 -0.22
H 0.33868 -2.00240 -0.04150 -0.48 0.11 0.07
C 0.29000 -0.91106 -0.04722 0.46 0.45 -0.18
H 1.07079 0.70251 -1.23859 0.11 -0.10 -0.12
C 1.13141 -0.39422 -1.21132 -0.26 0.55 0.37
```
Positions in Å, forces in eV/Å.

---

CH2FNO2S | the ωB97M-V functional and the def2-TZVPD basis

Values from the calculation:
SMILES = N#S(=O)OCF
LUMO level = -1.179 eV
F_max = 0.07218 Eh/bohr

Geometry as XYZ:
```
8
Properties=species:S:1:pos:R:3:forces:R:3
N 0.99757 -1.13713 1.55264 0.14 1.52 -1.49
F -1.11481 1.07862 0.80297 -0.47 0.82 -0.78
O 2.63034 -0.19581 -0.31076 -0.22 0.68 -0.36
S 1.38718 -0.35289 0.37791 -1.35 -2.23 1.07
H -1.52896 -0.54172 -0.08674 -1.46 -3.29 0.90
H -1.52205 0.68054 -1.27872 -0.30 1.00 0.59
O 0.24237 0.14069 -0.71900 2.04 0.07 0.24
C -1.09164 0.32770 -0.33831 1.61 1.44 -0.17
```
Positions in Å, forces in eV/Å.

---

The records above yield M values of 693.610; 98.125; 966.387; 63.120; 111.097 g/mol, respectively.